(1)
Here is a cluster of 2 separate species, C2H6NS in total from the OMol25 dataset. Energies are from ωB97M-V with the def2-TZVPD basis set.

XYZ file:
```
10
Properties=species:S:1:pos:R:3:forces:R:3
S 2.786 -0.724 -0.130 0.9 -0.4 -0.1
H 3.491 -0.504 0.995 0.0 0.0 -0.1
C -1.965 -0.014 -0.468 -0.2 -0.3 0.1
C -0.643 -0.149 -0.235 0.2 0.3 -1.0
N 0.241 0.694 0.350 1.0 0.1 0.4
H -2.549 0.874 -0.250 0.1 -0.1 0.3
H -2.479 -0.838 -0.954 0.0 0.2 -0.1
H -0.134 -0.959 -0.769 -0.1 -0.1 0.5
H -0.054 1.235 1.147 -0.2 0.1 -0.2
H 1.306 0.385 0.315 -1.8 0.2 0.1
```
Positions in Å, forces in eV/Å.

**ΔE to the lowest compared entry with this formula, charge and spin**: 43.94 kJ/mol
**E_HOMO**: -3.15 eV
**Total charge**: -1
**HOMO-LUMO gap**: 7.502 eV


(2)
Here is a structure of composition C14H43N8O7Tl from the OMol25 dataset. Energies are from ωB97M-V with the def2-TZVPD basis set.

XYZ file:
```
73
Properties=species:S:1:pos:R:3:forces:R:3
Tl 18.778 4.504 2.143 0.1 0.1 0.0
C 20.472 -1.107 4.423 0.5 1.3 -2.3
O 19.762 -0.348 3.524 1.2 -1.5 2.3
H 21.293 -1.677 3.988 0.0 -0.2 -0.6
H 20.858 -0.660 5.339 -0.4 1.1 0.5
H 19.885 -1.879 4.920 -1.2 -0.7 0.2
C 24.298 -1.329 10.009 -2.3 0.5 0.0
C 22.842 -1.135 10.599 0.6 -1.9 -0.9
O 21.873 -2.089 9.959 0.8 1.7 0.6
H 24.964 -0.611 10.488 0.2 -0.3 -0.1
H 24.190 -1.108 8.947 0.4 0.1 -0.1
H 24.589 -2.376 10.098 0.3 0.2 0.3
H 22.451 -0.133 10.422 0.0 -0.2 -0.2
H 22.889 -1.304 11.675 -0.3 -0.1 0.0
H 22.237 -2.976 9.909 0.3 0.0 0.3
C 17.039 0.181 -2.320 0.3 5.1 -1.6
O 17.617 1.258 -2.192 0.5 0.5 -0.6
N 16.170 -0.102 -3.283 -1.3 -0.3 -1.8
N 17.182 -0.728 -1.454 0.1 -5.3 4.5
H 16.083 0.531 -4.065 -0.2 -0.1 0.3
H 15.458 -0.799 -3.113 0.2 0.2 -0.5
H 16.482 -1.456 -1.453 0.5 -0.2 0.3
H 17.664 -0.560 -0.583 -0.1 0.2 -0.4
C 22.755 4.787 6.887 -1.7 4.4 -4.6
O 22.432 5.080 5.732 -0.2 -0.6 -0.5
N 22.983 5.685 7.788 1.1 4.1 2.9
N 22.815 3.660 7.414 0.5 -7.6 2.0
H 23.315 5.344 8.678 -0.2 1.1 0.0
H 22.658 6.633 7.663 0.4 -0.2 0.1
H 22.668 2.830 6.858 0.3 0.1 0.5
H 23.112 3.668 8.379 -0.3 -1.3 -0.4
C 20.372 -6.715 0.347 0.5 -0.9 -1.2
O 20.208 -7.736 -0.281 -0.1 -0.8 -0.1
N 19.506 -5.705 0.326 -0.6 1.0 0.2
N 21.472 -6.442 1.077 1.9 0.1 1.3
H 19.641 -5.067 1.097 -1.0 0.3 -0.6
H 18.759 -5.799 -0.347 -0.2 0.5 0.6
H 21.821 -5.497 1.141 -0.3 -0.2 -0.1
H 22.207 -7.134 1.118 -0.3 -0.1 -0.2
C 27.113 -2.838 3.342 0.8 -0.9 -1.0
C 27.542 -1.364 3.351 -0.9 -0.3 0.2
C 28.835 -1.058 2.502 -2.4 -1.1 2.2
O 29.756 -2.077 2.824 -0.6 2.3 -0.6
C 30.964 -1.798 2.130 1.2 -1.9 -0.3
N 26.350 -0.710 2.775 1.0 0.3 -0.5
H 26.975 -3.069 2.285 0.0 -0.3 -0.2
H 26.164 -3.115 3.800 0.1 0.5 0.5
H 27.896 -3.516 3.681 0.1 0.1 0.3
H 27.720 -1.040 4.377 -0.2 0.1 0.0
H 29.123 -0.089 2.909 0.5 0.2 -0.7
H 28.508 -1.066 1.462 0.5 0.2 -0.4
H 31.162 -0.931 1.499 -1.2 0.7 0.4
H 30.975 -2.619 1.413 1.0 -0.2 0.0
H 31.769 -1.819 2.865 0.1 -0.4 -0.2
H 25.453 -1.047 3.093 0.0 0.1 0.7
H 26.373 -0.967 1.798 -0.1 0.5 -0.5
C 13.085 -6.229 1.846 0.7 1.5 0.1
C 12.717 -5.324 3.060 -0.4 -2.8 -1.4
C 13.556 -4.062 3.332 0.4 0.9 0.0
O 13.279 -3.472 4.599 -1.5 0.7 -1.1
C 14.199 -3.613 5.622 0.9 -1.2 0.3
N 11.310 -5.007 2.859 1.2 1.5 1.5
H 14.156 -6.173 1.651 0.1 -0.7 0.2
H 12.658 -5.762 0.958 -0.2 0.0 -0.1
H 12.673 -7.236 1.904 0.3 0.1 0.3
H 12.787 -5.935 3.960 0.0 0.0 0.3
H 13.265 -3.343 2.567 -0.2 0.3 0.1
H 14.630 -4.161 3.176 0.2 -0.7 0.3
H 14.213 -4.662 5.917 0.6 -0.4 -0.1
H 13.978 -3.130 6.574 -0.7 0.7 -0.6
H 15.170 -3.274 5.263 0.3 -0.2 0.2
H 11.051 -4.763 1.914 0.1 -0.3 -0.4
H 11.388 -4.133 3.360 -2.1 0.5 0.5
```
Positions in Å, forces in eV/Å.

**E_HOMO**: -12.96 eV
**Total charge**: +2
**HOMO-LUMO gap**: 1.498 eV


(3)
Here is a structure of composition C23H44EuN3O2P2 from the OMol25 dataset. Energies are from ωB97M-V with the def2-TZVPD basis set.

XYZ file:
```
75
Properties=species:S:1:pos:R:3:forces:R:3
Eu -1.358 0.100 -0.795 0.2 0.5 0.4
P 0.475 -2.369 -1.364 1.2 1.4 -0.9
P 0.288 2.482 -0.806 -0.3 -0.1 0.3
N 0.531 -0.111 -2.836 0.0 0.5 -0.3
C 0.412 -2.489 -3.190 -0.6 -0.6 -0.5
H 1.052 -3.307 -3.538 -0.3 0.0 0.0
H -0.632 -2.700 -3.443 0.2 -0.2 -0.2
C 0.810 -1.181 -3.856 0.1 0.7 0.4
H 1.882 -1.162 -4.146 -0.5 0.0 0.4
H 0.237 -0.956 -4.773 0.1 -0.3 0.5
C 1.027 1.215 -3.337 -0.2 -0.2 0.4
H 0.686 1.255 -4.381 0.3 0.0 0.2
H 2.134 1.227 -3.325 -0.5 0.0 0.1
C 0.434 2.464 -2.642 0.1 0.3 -0.5
H -0.565 2.678 -3.065 0.4 0.0 0.1
H 1.110 3.290 -2.921 -0.5 -0.1 -0.1
C 1.790 3.418 -0.288 0.1 -0.3 0.1
C 2.121 3.077 1.170 0.2 0.1 0.1
H 3.045 3.589 1.463 -0.2 -0.1 0.0
H 2.276 1.999 1.289 0.0 0.2 0.0
H 1.326 3.393 1.857 0.2 0.0 -0.1
C -1.267 3.451 -0.392 0.6 0.3 -0.5
C -1.363 3.656 1.128 -0.2 0.0 0.1
H -2.366 4.030 1.381 0.3 0.0 -0.1
H -0.631 4.394 1.490 -0.3 -0.3 -0.2
H -1.216 2.720 1.688 0.1 0.2 -0.1
C -1.103 -3.195 -0.806 -0.4 -0.4 0.1
C -1.219 -3.596 0.673 -0.2 0.0 0.3
H -2.231 -4.004 0.829 0.3 0.2 0.0
H -1.091 -2.765 1.378 0.1 -0.2 -0.1
H -0.523 -4.409 0.929 -0.2 0.4 -0.1
C 1.902 -3.273 -0.713 0.4 0.0 0.3
C 2.122 -3.103 0.797 0.1 0.0 0.2
H 3.016 -3.676 1.074 -0.2 0.2 0.0
H 1.285 -3.504 1.379 0.2 0.1 -0.1
H 2.283 -2.060 1.089 0.0 -0.1 -0.2
C 1.053 -0.585 -1.588 1.5 -1.4 0.3
O 1.829 0.009 -0.820 -0.6 0.1 0.0
C -1.481 4.748 -1.181 -0.5 0.2 0.1
H -0.780 5.534 -0.878 -0.2 -0.3 -0.1
H -1.402 4.599 -2.266 0.0 0.1 0.3
H -2.498 5.116 -0.976 0.3 0.0 -0.1
C -1.408 -4.459 -1.636 -0.3 -0.2 -0.2
H -2.421 -4.804 -1.389 0.2 0.1 0.0
H -1.373 -4.311 -2.719 0.0 -0.1 0.3
H -0.721 -5.273 -1.377 -0.3 0.3 -0.1
C 1.775 -4.751 -1.074 0.3 -0.4 0.1
H 2.758 -5.211 -0.926 -0.2 0.0 0.0
H 1.067 -5.262 -0.411 0.2 0.1 -0.2
H 1.483 -4.925 -2.117 0.1 0.0 0.2
C 1.755 4.923 -0.553 0.2 0.2 0.1
H 1.076 5.443 0.134 0.2 -0.1 -0.2
H 2.763 5.326 -0.378 -0.3 -0.1 0.0
H 1.485 5.171 -1.587 0.0 0.0 0.2
H 2.575 2.973 -0.926 -0.2 0.0 0.2
H 2.797 -2.866 -1.218 -0.5 0.1 0.0
H -2.090 2.760 -0.687 0.1 0.1 0.0
H -1.886 -2.432 -1.022 0.0 -0.4 -0.1
H -1.916 0.021 -3.202 -1.0 0.0 0.4
H -2.595 0.032 -2.807 0.6 0.0 -1.0
N -0.821 -0.231 6.734 -0.5 0.1 -0.7
C -1.852 -0.209 5.833 -0.6 -0.1 1.6
O -3.028 -0.243 6.184 1.3 0.0 -0.8
C -1.473 -0.171 4.384 0.3 0.0 -1.3
C -0.154 -0.171 3.901 -0.2 0.0 -0.2
C 0.095 -0.128 2.529 -0.9 0.0 -0.3
N -0.918 -0.097 1.624 -0.3 -0.2 0.8
C -2.203 -0.106 2.071 1.5 0.0 0.7
C -2.499 -0.139 3.434 -0.5 0.0 -0.5
H -1.084 -0.209 7.706 0.1 0.0 0.0
H 0.147 -0.097 6.489 -0.3 0.0 0.1
H 0.702 -0.203 4.566 -0.1 0.0 -0.1
H 1.109 -0.118 2.116 -0.4 0.0 0.2
H -2.998 -0.092 1.307 0.1 0.0 0.4
H -3.546 -0.138 3.725 0.2 0.0 0.3
```
Positions in Å, forces in eV/Å.

**E_HOMO (alpha / beta)**: -11.84 / -12.64 eV
**<S²>**: 12.021
**Total charge**: +2
**HOMO-LUMO gap (alpha / beta)**: 5.916 / 6.581 eV
**Multiplicity**: 7


(4)
Here is a cluster of 2 separate species, C2H5O4S2 in total from the OMol25 dataset. Energies are from ωB97M-V with the def2-TZVPD basis set.

XYZ file:
```
13
Properties=species:S:1:pos:R:3:forces:R:3
C -0.474 -0.552 1.212 0.3 -0.8 -0.9
C 0.493 -1.087 0.168 1.0 -0.9 -0.2
O -1.241 -0.534 -2.040 0.1 0.1 0.5
O 0.916 -1.457 -2.534 -1.9 -2.4 -0.2
O -0.878 -2.771 -1.247 0.4 -1.4 -0.2
O 1.471 -1.769 0.369 -0.2 0.3 0.3
S 1.676 1.086 -0.900 -1.1 0.5 -0.2
S -0.300 -1.491 -1.499 -1.2 2.3 -0.6
H -0.989 -1.490 1.600 0.4 1.3 -0.4
H -1.126 0.069 0.570 -0.1 0.1 1.2
H 0.131 -0.066 2.011 -0.8 -0.1 -0.7
H 1.572 -0.994 -2.048 2.0 1.7 0.9
H 0.661 1.787 -1.556 0.9 -0.7 0.5
```
Positions in Å, forces in eV/Å.

**ΔE to the lowest compared entry with this formula, charge and spin**: 120.82 kJ/mol
**E_HOMO**: -4.12 eV
**Total charge**: -1
**HOMO-LUMO gap**: 7.859 eV


(5)
Here is a structure of composition C34H33BrN6O2SSm from the OMol25 dataset. Energies are from ωB97M-V with the def2-TZVPD basis set.

XYZ file:
```
78
Properties=species:S:1:pos:R:3:forces:R:3
Sm -0.247 0.042 -0.271 0.2 0.1 -0.1
C 1.789 1.863 -4.134 0.0 0.0 0.0
C 2.387 3.048 -3.739 0.0 0.0 0.0
C 2.293 3.441 -2.412 0.0 0.0 0.0
C 1.591 2.650 -1.511 0.0 0.0 0.0
N 1.013 1.498 -1.899 -0.1 0.0 0.0
C 1.119 1.122 -3.177 0.0 0.1 -0.1
C 1.447 3.015 -0.072 0.0 0.0 0.0
C 1.944 4.212 0.420 0.0 0.0 0.0
C 1.831 4.482 1.772 0.0 0.0 0.0
C 1.237 3.545 2.596 0.0 0.0 0.0
C 0.739 2.373 2.041 0.0 0.0 0.0
N 0.831 2.120 0.725 0.1 0.1 -0.1
C 0.104 1.324 2.891 0.0 0.0 0.0
C -0.087 1.512 4.254 0.0 0.0 -0.1
C -0.628 0.491 5.019 0.0 0.0 0.0
C -0.968 -0.699 4.400 0.0 0.0 0.0
C -0.770 -0.801 3.036 0.0 0.0 0.0
N -0.253 0.176 2.282 0.0 0.1 0.0
H 1.833 1.518 -5.157 0.0 0.0 0.0
H 2.920 3.664 -4.451 0.0 0.0 0.0
H 2.770 4.356 -2.100 0.0 0.0 0.0
H 0.638 0.191 -3.438 0.0 0.0 0.0
H 2.417 4.933 -0.228 0.0 0.0 0.0
H 2.211 5.408 2.181 0.0 0.0 0.0
H 1.174 3.737 3.655 0.0 0.0 0.0
H 0.182 2.440 4.732 0.0 0.0 0.0
H -0.777 0.628 6.081 0.0 0.0 0.0
H -1.379 -1.531 4.953 0.0 0.0 0.0
H -1.037 -1.715 2.526 0.0 0.0 0.0
O 5.964 -2.434 0.634 0.0 0.0 0.0
C 4.823 -1.812 0.384 0.1 -0.1 0.0
C 4.723 -0.484 -0.048 -0.1 0.0 0.0
C 3.474 0.046 -0.267 0.0 0.0 0.0
N 2.327 -0.636 -0.093 -0.2 -0.1 0.0
C 2.472 -1.891 0.315 0.1 -0.1 0.0
Br 0.833 -2.838 0.554 0.0 -0.2 0.1
C 3.647 -2.549 0.569 -0.1 0.1 0.0
H 6.737 -1.870 0.488 0.0 0.0 0.0
H 5.605 0.120 -0.211 0.0 0.0 0.0
H 3.378 1.068 -0.607 0.0 0.0 0.0
H 3.682 -3.577 0.897 0.0 0.0 0.0
C -2.682 4.050 -1.306 0.0 0.0 0.0
C -3.929 3.863 -0.737 0.0 0.0 0.0
C -4.251 2.611 -0.239 0.1 0.0 0.0
C -3.322 1.583 -0.317 0.0 0.0 0.0
N -2.084 1.774 -0.823 -0.1 0.0 0.1
C -1.799 2.987 -1.316 0.0 0.0 0.0
C -3.665 0.204 0.125 0.0 0.0 0.0
C -4.981 -0.191 0.340 0.1 0.0 0.0
C -5.250 -1.496 0.718 0.0 0.0 0.0
C -4.196 -2.386 0.860 0.0 0.0 0.0
C -2.919 -1.919 0.619 0.0 0.0 0.0
N -2.646 -0.658 0.265 0.1 0.0 0.0
H -2.390 4.999 -1.732 0.0 0.0 0.0
H -4.645 4.672 -0.688 0.0 0.0 0.0
H -5.218 2.447 0.210 0.0 0.0 0.0
H -0.820 3.109 -1.753 0.0 0.0 0.0
H -5.796 0.501 0.197 0.0 0.0 0.0
H -6.269 -1.813 0.891 0.0 0.0 0.0
H -4.358 -3.415 1.145 0.0 0.0 0.0
H -2.072 -2.589 0.712 0.0 0.0 0.0
C 1.368 -2.633 -4.151 0.0 0.0 0.0
C 0.006 -3.215 -3.810 0.0 -0.1 0.0
S -1.156 -1.915 -3.394 0.1 0.1 0.0
O -0.646 -1.355 -2.049 0.0 0.1 0.1
C -2.614 -2.876 -2.998 -0.1 0.0 -0.1
C -2.382 -4.109 -2.143 0.0 0.0 0.0
H 2.053 -3.442 -4.402 0.0 0.0 0.0
H 1.791 -2.097 -3.300 0.0 0.0 0.0
H 1.311 -1.966 -5.011 0.0 0.0 0.0
H 0.050 -3.908 -2.969 0.0 0.1 0.0
H -0.442 -3.730 -4.664 0.0 0.0 0.0
H -3.048 -3.117 -3.973 0.0 0.0 0.0
H -3.284 -2.148 -2.535 0.0 0.0 0.0
H -1.966 -4.929 -2.724 0.0 0.0 0.0
H -3.334 -4.446 -1.734 0.0 0.0 0.0
H -1.709 -3.898 -1.311 0.0 0.0 0.0
```
Positions in Å, forces in eV/Å.

**ΔE to the lowest compared entry with this formula, charge and spin**: 32.99 kJ/mol
**E_HOMO (alpha / beta)**: -16.60 / -16.60 eV
**<S²>**: 8.757
**Total charge**: +3
**HOMO-LUMO gap (alpha / beta)**: 8.211 / 8.403 eV
**Multiplicity**: 6


(6)
Here is a structure of composition FH10O5Zr from the OMol25 dataset. Energies are from ωB97M-V with the def2-TZVPD basis set.

XYZ file:
```
17
Properties=species:S:1:pos:R:3:forces:R:3
Zr -1.353 0.674 -1.334 4.2 -3.2 5.4
F 0.287 -0.164 -0.118 -4.0 2.1 -3.4
O -2.531 -0.773 -0.093 1.3 1.8 -2.2
H -2.167 -1.530 0.367 0.8 -1.2 0.5
H -3.459 -0.772 0.145 -1.8 0.1 0.0
O 0.589 -1.431 2.332 0.1 0.6 0.2
H 0.273 -2.311 2.127 0.1 -1.1 0.3
H 0.498 -0.946 1.511 0.1 0.2 -0.2
O 3.584 0.610 0.675 0.5 0.6 1.4
H 2.943 1.029 0.100 -0.6 1.0 -0.7
H 3.688 -0.271 0.317 0.9 -1.8 -0.3
O 0.611 0.283 -2.900 -2.4 1.0 2.0
H 1.096 1.006 -3.298 0.5 1.0 -0.6
H 0.915 -0.495 -3.367 0.1 -1.3 -0.5
O -1.645 1.578 0.807 0.4 -0.4 -3.1
H -1.017 2.137 1.265 0.9 1.0 0.5
H -2.310 1.376 1.465 -1.1 -0.3 0.7
```
Positions in Å, forces in eV/Å.

**E_HOMO (alpha / beta)**: -26.49 / -24.27 eV
**<S²>**: 0.782
**Total charge**: +4
**HOMO-LUMO gap (alpha / beta)**: 4.886 / 2.655 eV
**Multiplicity**: 2


(7)
Here is the molecule C4H2ClNO from the OMol25 dataset. Energies are from ωB97M-V with the def2-TZVPD basis set.

XYZ file:
```
9
Properties=species:S:1:pos:R:3:forces:R:3
C 0.996 -0.116 -0.003 -0.4 -0.2 0.1
C 0.241 -1.216 0.011 0.3 0.2 -0.2
C -1.317 0.343 0.005 0.5 -0.6 -0.1
C 0.043 1.049 -0.001 -0.1 0.0 0.1
H 0.538 -2.255 -0.010 0.1 0.1 0.1
H -2.270 0.831 0.000 -0.4 0.3 0.0
N -1.182 -0.924 -0.004 -0.1 0.5 0.1
O 0.267 2.224 0.002 0.0 -0.2 0.0
Cl 2.683 0.064 0.001 0.1 0.0 0.0
```
Positions in Å, forces in eV/Å.

**ΔE to the lowest compared entry with this formula, charge and spin**: 22.97 kJ/mol
**E_HOMO**: -9.83 eV
**Total charge**: 0
**HOMO-LUMO gap**: 8.321 eV
**Structure (SMILES)**: O=C1C=NC=C1Cl


Number 1: DFT total energy -532.75442 Eh, M 76.144 g mol⁻¹. Number 2: DFT total energy -1695.51602 Eh, M 639.930 g mol⁻¹. Number 3: DFT total energy -2609.89518 Eh, M 608.536 g mol⁻¹. Number 4: DFT total energy -1176.57158 Eh, M 157.192 g mol⁻¹. Number 5: DFT total energy -5423.96670 Eh, M 820.009 g mol⁻¹. Number 6: DFT total energy -527.00744 Eh, M 200.297 g mol⁻¹. Number 7: DFT total energy -743.75794 Eh, M 115.519 g mol⁻¹.